(1)
C20H43FN9O4P2S | wB97M-V/def2-TZVPD

The geometry in XYZ format:
```
80
Properties=species:S:1:pos:R:3:lowdin_charge:R:1
O 7.7148 -0.7602 -0.5661 -0.302
S 6.2432 -0.3930 -0.6545 0.842
O 5.7587 -0.1762 0.7465 -0.258
F 6.1296 0.9379 -1.6517 -0.177
C 5.4107 -1.8547 -1.3962 -0.141
N 5.9088 -2.9601 -2.2102 0.101
C 4.8496 -3.8796 -2.5642 0.053
N 3.5745 -3.4641 -2.0000 0.159
C 3.9226 -2.2373 -1.3033 -0.087
C 2.6854 -1.4896 -0.5987 -0.130
C 1.6627 -0.7622 -1.5398 0.032
C 0.4841 -0.1215 -0.7074 0.013
C 0.5592 -0.3217 0.8234 -0.080
N 1.5343 -0.9588 1.6355 0.044
C 2.6178 -1.5556 0.9394 -0.054
H 6.8897 -3.0680 -2.5328 0.187
H 4.8870 -4.8174 -3.2061 0.170
H 2.6413 -3.8970 -2.0573 0.188
H 1.7385 -0.7163 -2.6733 0.107
H -0.3796 0.4258 -1.2419 0.106
H -0.3342 0.1264 1.4046 0.116
H 3.4133 -2.1106 1.5624 0.133
O -0.7198 2.6614 -3.1414 -0.340
P -0.6496 4.1918 -3.3187 0.769
N -2.3387 4.2917 -3.7026 -0.310
C -2.9971 5.2467 -4.5840 -0.133
C -3.2330 3.9969 -2.5801 -0.146
N 0.2303 4.0383 -4.8113 -0.340
C -0.2752 4.4706 -6.1048 -0.146
C 0.9819 2.7970 -5.0177 -0.159
N -0.5364 5.9585 -3.4731 -0.267
C 0.8431 6.4707 -3.6814 -0.129
C -0.9882 6.6434 -2.2370 -0.133
H -3.0399 6.2597 -4.1679 0.075
H -4.0289 4.9385 -4.7805 0.086
H -2.5462 5.3051 -5.5688 0.048
H -3.2932 4.8241 -1.8660 0.062
H -2.9001 3.1129 -2.0293 0.066
H -4.2492 3.7757 -2.9218 0.082
H -1.1087 3.8474 -6.4456 0.088
H 0.5124 4.4221 -6.8657 0.082
H -0.5718 5.5213 -6.0952 0.070
H 0.3201 1.9753 -5.3229 0.080
H 1.5140 2.5012 -4.1114 0.060
H 1.7449 2.9192 -5.7925 0.076
H 1.5228 6.1099 -2.9030 0.087
H 0.8553 7.5652 -3.6771 0.086
H 1.2584 6.1938 -4.6497 0.069
H -0.4369 6.2870 -1.3610 0.086
H -2.0514 6.4955 -2.0535 0.059
H -0.8543 7.7258 -2.3150 0.088
O -2.3935 -2.6098 2.6707 -0.328
P -2.3241 -3.1050 4.1264 0.769
N -0.6566 -2.6510 4.2892 -0.303
C 0.3627 -3.2824 5.1158 -0.136
C -0.4203 -1.2062 4.2763 -0.165
N -2.3930 -4.7722 3.6347 -0.341
C -1.3267 -5.7337 3.8607 -0.153
C -2.9809 -5.0565 2.3219 -0.151
N -2.3275 -3.6441 5.8198 -0.270
C -3.4340 -4.5736 6.1668 -0.129
C -2.5105 -2.5058 6.7534 -0.134
H 0.2190 -3.1065 6.1881 0.075
H 1.3558 -2.8984 4.8595 0.080
H 0.4434 -4.3525 4.9571 0.047
H -0.6968 -0.7292 5.2220 0.063
H -0.9942 -0.7175 3.4842 0.051
H 0.6295 -0.9709 4.0777 0.059
H -0.4429 -5.5131 3.2516 0.081
H -1.6595 -6.7484 3.6130 0.081
H -1.0499 -5.7942 4.9153 0.069
H -2.2697 -4.8464 1.5118 0.078
H -3.8844 -4.4673 2.1569 0.071
H -3.2823 -6.1052 2.2408 0.077
H -4.4071 -4.1514 5.8973 0.089
H -3.4330 -4.7947 7.2389 0.085
H -3.3405 -5.5458 5.6844 0.069
H -3.4171 -1.9396 6.5168 0.087
H -1.6652 -1.8194 6.7313 0.058
H -2.5773 -2.8519 7.7884 0.087
```

Output
- orbital gap (eV) = 4.93
- relative energy (zero: lowest compared OMol25 entry of this formula, charge and spin) (kcal per mole) = 141.18
- total charge = +1



(2)
C20H43LaO2P3 | wB97M-V/def2-TZVPD

The geometry in XYZ format:
```
69
Properties=species:S:1:pos:R:3:lowdin_charge:R:1
La -0.3921 -0.0720 1.3422 1.526
P 1.9290 1.1837 2.6326 0.768
P -1.0003 2.0971 -0.1686 0.580
P 1.5599 -0.4989 -0.6325 0.696
H -1.7408 -2.1936 1.2575 0.094
C -0.6963 -2.4572 0.9645 -0.176
C 0.2918 -2.4609 1.8735 -0.122
H 0.0861 -2.3131 2.9525 0.061
C 1.6803 1.5837 4.3700 -0.138
C 2.6207 2.7501 1.9725 -0.218
C 3.3251 -0.0283 2.7193 -0.211
C -2.3273 1.4305 -1.2495 -0.221
C -1.7419 3.3302 0.9396 -0.237
C 0.2052 2.9512 -1.1877 -0.241
C 2.4331 -2.1286 -0.5524 -0.241
C 2.9552 0.6188 -1.0843 -0.238
C 0.6352 -0.6912 -2.2425 -0.248
H -0.5440 -2.4923 -0.1144 0.068
H 1.3630 -2.5072 1.6691 0.069
H 1.1249 0.6772 4.9116 0.073
H 0.8997 2.3798 4.3710 0.099
H 2.5840 1.9154 4.8623 0.108
H 1.8155 3.5073 2.0031 0.056
H 2.9768 2.6320 0.9365 0.042
H 3.4405 3.0167 2.6597 0.074
H 2.9581 -0.9655 3.1866 0.055
H 4.0827 0.4499 3.3543 0.072
H 3.7291 -0.2671 1.7172 0.034
H -2.6797 2.3471 -1.7390 0.073
H -3.1104 0.9402 -0.6300 0.067
H -1.9031 0.6870 -1.9614 0.049
H -2.1031 4.0664 0.2041 0.072
H -0.9489 3.7306 1.6104 0.058
H -2.5538 2.8778 1.5477 0.067
H -0.4216 3.7437 -1.6206 0.074
H 0.6331 2.2635 -1.9504 0.044
H 1.0172 3.3355 -0.5261 0.055
H 3.0057 -2.2659 -1.4878 0.081
H 1.6938 -2.9357 -0.4209 0.049
H 3.1080 -2.1324 0.3225 0.051
H 3.4113 0.2525 -2.0224 0.081
H 3.7056 0.6273 -0.2689 0.044
H 2.5847 1.6508 -1.2215 0.026
H 1.3300 -1.0873 -3.0001 0.078
H 0.2110 0.2721 -2.5745 0.030
H -0.2002 -1.3993 -2.0952 0.046
C -2.5376 -0.8471 -5.8651 -0.304
C -3.6720 -1.3526 -6.5341 -0.007
C -3.8703 -2.7402 -6.5321 -0.059
C -2.9547 -3.5841 -5.8849 -0.089
C -1.8405 -3.0530 -5.2374 -0.104
C -1.6237 -1.6821 -5.2257 -0.059
O -2.2997 0.5180 -5.8068 0.039
H -2.9635 0.9667 -6.2710 0.068
H -4.3656 -0.6781 -7.0264 0.119
H -4.7400 -3.1562 -7.0370 0.116
H -3.1212 -4.6641 -5.8927 0.110
H -1.1189 -3.7077 -4.7309 0.103
H -0.7574 -1.2269 -4.7364 0.086
C -1.2291 0.7437 5.2546 0.020
C -0.0424 -0.0288 4.7304 -0.422
C 0.1873 -1.3985 5.3374 0.030
O -0.2666 -0.1394 3.3796 -0.574
H -1.1610 0.8874 6.3371 0.123
H -2.1220 0.1853 4.9669 0.124
H -1.2785 1.7114 4.7357 0.101
H -0.6546 -2.0474 5.0771 0.128
H 1.1072 -1.8317 4.9189 0.104
H 0.2920 -1.2959 6.4130 0.118
```

Output
- orbital gap (eV) = 3.00
- relative energy (zero: lowest compared OMol25 entry of this formula, charge and spin) (kcal per mole) = 115.82
- total charge = +3



(3)
C20H43LaO2P3 | wB97M-V/def2-TZVPD

The geometry in XYZ format:
```
69
Properties=species:S:1:pos:R:3:lowdin_charge:R:1
La -0.5586 0.0816 0.4840 1.663
P 1.7117 1.4666 1.8560 0.667
P -1.3548 2.5847 -0.7729 0.856
P 1.8198 -0.4809 -1.2877 0.705
H -1.2183 -4.7652 0.4308 0.054
C -0.1346 -4.8987 0.3547 -0.072
C 0.6846 -4.6708 1.4237 -0.062
H 0.2830 -4.1505 2.3023 0.023
C 1.2304 2.1315 3.4908 -0.265
C 2.6952 2.8825 1.2494 -0.261
C 3.0409 0.3258 2.4043 -0.246
C -2.6789 2.5387 -2.0204 -0.183
C -1.9411 3.8400 0.4064 -0.160
C -0.0511 3.5670 -1.5833 -0.163
C 2.5503 -2.1115 -0.8704 -0.248
C 3.3373 0.5291 -1.4831 -0.269
C 1.4444 -0.7609 -3.0587 -0.248
H 0.2481 -5.3541 -0.5649 0.063
H 1.7732 -4.7233 1.3402 0.056
H 0.6358 1.4106 4.0646 0.031
H 0.6420 3.0500 3.3832 0.051
H 2.1358 2.3671 4.0653 0.073
H 2.0513 3.7573 1.1019 0.040
H 3.1876 2.6593 0.2976 0.029
H 3.4665 3.1510 1.9825 0.076
H 2.6087 -0.5328 2.9353 0.046
H 3.7163 0.8498 3.0941 0.075
H 3.6295 -0.0626 1.5644 0.031
H -2.9000 3.5866 -2.2423 0.086
H -3.5564 2.0328 -1.5912 0.086
H -2.3344 2.0002 -2.9151 0.073
H -2.1712 4.7926 -0.1113 0.110
H -1.1871 4.0749 1.1720 0.067
H -2.8547 3.5247 0.9245 0.080
H -0.4550 4.5462 -1.9052 0.103
H 0.3659 3.0828 -2.4749 0.077
H 0.7811 3.7838 -0.8976 0.049
H 3.0542 -2.5198 -1.7575 0.073
H 1.7731 -2.8161 -0.5455 0.014
H 3.2791 -2.0080 -0.0559 0.050
H 3.9239 0.1445 -2.3294 0.073
H 3.9642 0.5190 -0.5828 0.038
H 3.0575 1.5675 -1.7021 0.036
H 2.3594 -1.1152 -3.5547 0.070
H 1.1254 0.1806 -3.5240 0.051
H 0.6430 -1.4994 -3.1857 0.037
C -2.0810 -1.3102 -2.1895 -0.402
C -2.9048 -0.6020 -3.0715 -0.037
C -3.1563 -1.1106 -4.3536 -0.044
C -2.6108 -2.3523 -4.7588 -0.051
C -1.8670 -3.1241 -3.8437 -0.052
C -1.6950 -2.6326 -2.5439 -0.033
O -1.6332 -0.7930 -1.0601 -0.426
H -1.2563 1.2232 -0.7802 -0.134
H -3.2397 0.3782 -2.6934 0.067
H -3.7990 -0.5189 -5.0420 0.129
H -2.7972 -2.7228 -5.7674 0.119
H -1.4273 -4.1064 -4.1588 0.137
H -1.1499 -3.2255 -1.7990 0.096
C -2.2038 0.2273 4.5134 0.032
C -1.3768 -0.6791 3.7065 -0.396
C -0.6434 -1.7932 4.3294 0.037
O -1.3386 -0.5171 2.4558 -0.276
H -1.9422 0.0650 5.5581 0.108
H -3.2683 -0.0088 4.3949 0.137
H -2.0414 1.2805 4.2541 0.109
H -1.0538 -2.7660 4.0304 0.126
H 0.4304 -1.7689 4.0984 0.110
H -0.7673 -1.7021 5.4092 0.107
```

Output
- orbital gap (eV) = 4.95
- relative energy (zero: lowest compared OMol25 entry of this formula, charge and spin) (kcal per mole) = 67.11
- total charge = +3



(4)
C20H43N2OP3SSn | wB97M-V/def2-TZVPD

The geometry in XYZ format:
```
71
Properties=species:S:1:pos:R:3:lowdin_charge:R:1
Sn 1.3535 -0.3094 -0.9570 0.904
P 1.2672 0.0728 -3.5059 0.732
P -0.4868 -2.2097 -0.6764 0.795
P 2.1676 1.9557 0.1679 0.770
H 1.2274 -2.8889 3.4954 0.063
C 1.3870 -1.8480 3.8002 -0.063
C 0.3608 -1.0285 4.0904 -0.078
H -0.6800 -1.3704 4.0497 0.053
C 2.4470 -0.9266 -4.4605 -0.213
C -0.3503 -0.3407 -4.2281 -0.214
C 1.6179 1.7795 -4.0242 -0.194
C -0.7912 -2.5912 1.0762 -0.204
C -2.1619 -1.9750 -1.3616 -0.194
C 0.0408 -3.8133 -1.3723 -0.206
C 2.0997 1.8435 1.9898 -0.210
C 1.3427 3.5420 -0.2107 -0.223
C 3.9255 2.3301 -0.1536 -0.202
H 2.4302 -1.5249 3.8988 0.066
H 0.5263 -0.0064 4.4486 0.063
H 2.3044 -0.7104 -5.5298 0.098
H 2.2707 -1.9987 -4.2937 0.068
H 3.4816 -0.6817 -4.1844 0.060
H -0.3083 -0.1219 -5.3052 0.098
H -1.1531 0.2504 -3.7673 0.039
H -0.5700 -1.4085 -4.0906 0.060
H 1.4542 1.8604 -5.1096 0.098
H 2.6653 2.0310 -3.8041 0.073
H 0.9629 2.4928 -3.5058 0.057
H -0.9738 -3.6708 1.1814 0.097
H -1.6751 -2.0480 1.4363 0.064
H 0.0547 -2.3130 1.7177 0.009
H -2.6498 -2.9584 -1.4386 0.100
H -2.1139 -1.5219 -2.3593 0.041
H -2.7690 -1.3177 -0.7218 0.036
H -0.8059 -4.5166 -1.3475 0.094
H 0.8691 -4.2295 -0.7805 0.080
H 0.3686 -3.6962 -2.4158 0.060
H 3.1035 2.0278 2.3973 0.085
H 1.7706 0.8454 2.3115 0.022
H 1.4089 2.6003 2.3905 0.078
H 1.9084 4.3603 0.2607 0.099
H 0.3073 3.5415 0.1566 0.036
H 1.3158 3.7045 -1.2966 0.058
H 4.1389 3.3642 0.1571 0.095
H 4.1402 2.2302 -1.2263 0.065
H 4.5769 1.6396 0.3990 0.048
C 4.4688 -1.4201 -0.9122 -0.282
C 4.9411 -1.9233 -2.1224 -0.018
C 6.3304 -1.9344 -2.3103 -0.010
C 7.1835 -1.4888 -1.2932 -0.011
C 6.6667 -1.0000 -0.0903 -0.007
C 5.2785 -0.9587 0.1045 -0.027
O 3.0678 -1.4046 -0.6273 -0.210
H 2.5190 -1.7552 -1.4630 0.059
H 4.2540 -2.2978 -2.8846 0.104
H 6.7442 -2.2976 -3.2520 0.137
H 8.2645 -1.5268 -1.4411 0.140
H 7.3294 -0.6518 0.7019 0.137
H 4.8254 -0.5810 1.0246 0.125
S -1.1485 1.4006 -1.0486 0.638
C -2.0278 1.1012 0.3838 -0.768
N -3.3246 0.7060 0.4287 0.038
C -3.8642 0.7309 1.7810 -0.088
C -2.6292 0.9760 2.6365 -0.106
N -1.5925 1.2248 1.6560 0.053
H -3.9132 0.7538 -0.3987 0.167
H -4.3561 -0.2172 2.0155 0.140
H -4.5959 1.5403 1.8866 0.149
H -2.3777 0.1061 3.2553 0.114
H -2.7569 1.8419 3.2955 0.148
H -0.6377 1.4826 1.8930 0.117
```

Output
- orbital gap (eV) = 5.61
- relative energy (zero: lowest compared OMol25 entry of this formula, charge and spin) (kcal per mole) = 0.00
- total charge = +4